[1]
13
Properties=species:S:1:pos:R:3 method="wB97M-V/def2-TZVPD" spin_multiplicity=1 homo_lumo_gap_ha=0.234 homo_energy_ev=-8.031
C 1.82412 -0.15735 -0.09834
C 0.99384 -1.19883 -0.18395
C -0.34986 -0.71476 -0.23736
H 3.65356 0.60186 0.56527
H 3.42154 -1.46157 0.28622
H 1.38285 -2.18998 -0.59072
H -1.35555 -2.68440 1.47358
H -0.22660 2.85116 -1.13066
N 3.26743 -0.25004 -0.00402
N -0.11357 0.68116 0.23339
N 1.10779 0.98741 0.13762
S -1.94988 -1.43766 -0.03028
S -1.26987 1.77384 0.02686

[2]
12
Properties=species:S:1:pos:R:3 method="wB97M-V/def2-TZVPD" spin_multiplicity=1 total_charge=+1 homo_lumo_gap_ha=0.390 homo_energy_ev=-15.074
C -0.62168 0.32818 -0.58348
C -0.07344 0.85291 1.75813
C 0.40807 -1.51440 -1.85689
N 4.27829 0.47224 -0.20929
N 0.09337 -0.43933 -1.32499
N -0.56628 0.43116 0.70029
N 3.34537 -0.10242 -0.28640
H -1.36022 0.95372 -1.09017
H -0.52387 0.55099 2.69806
H 0.77920 1.52818 1.78998
H 1.28414 -1.54710 -2.49433
H -0.15849 -2.43374 -1.71965

[3]
12
Properties=species:S:1:pos:R:3 method="wB97M-V/def2-TZVPD" spin_multiplicity=1 total_charge=+1 homo_lumo_gap_ha=0.246 homo_energy_ev=-11.515
C 1.75818 -0.97171 0.10594
C 2.20096 -1.15021 1.34945
C -2.42349 1.04262 -0.62368
N -0.01118 0.92972 -1.33381
N 1.36783 -0.77555 -1.02206
N 2.01553 -0.94071 2.52350
N -1.09547 1.04390 -1.05068
H -2.76094 0.00948 -0.26691
H -3.04226 1.62821 -1.29707
H -2.35218 1.73255 0.29720
H 1.69541 -1.14316 -1.93533
H 2.64761 -1.40515 3.25344

[4]
16
Properties=species:S:1:pos:R:3 method="wB97M-V/def2-TZVPD" spin_multiplicity=1 total_charge=-1 homo_lumo_gap_ha=0.233 homo_energy_ev=-4.052
C 1.76266 -0.60618 -0.11981
C 0.61752 1.66350 -0.29001
C 1.43013 0.69579 0.59524
N -1.58598 1.80049 0.68266
N 0.71760 -1.41678 -0.35126
N -2.07164 -1.52429 -0.16458
N -0.69240 1.52498 -0.13868
O -2.79293 -2.39315 -0.69626
O 2.90390 -0.91510 -0.41605
O 1.15354 2.36668 -1.13618
O -2.70494 1.26170 0.66520
H 2.37297 1.18845 0.83832
H 0.86767 0.47442 1.50347
H -0.26848 -1.20449 -0.17887
H 0.89887 -2.27017 -0.85345
H -2.60849 -0.64583 0.06025

[5]
13
Properties=species:S:1:pos:R:3 method="wB97M-V/def2-TZVPD" spin_multiplicity=1 smiles=C1CN1c1nn[nH]n1 homo_lumo_gap_ha=0.402 homo_energy_ev=-9.788
C -1.45540 1.50425 0.89597
C -2.32436 0.36261 0.49660
N -1.08483 0.78044 -0.30835
C 0.07705 -0.04536 -0.32999
N 0.41449 -0.87962 0.65055
N 1.64816 -1.27589 0.35797
N 1.92157 -0.70475 -0.75119
N 1.00301 0.06075 -1.20294
H -0.81400 1.38560 1.80522
H -1.69064 2.58154 0.74244
H -3.25035 0.58848 -0.04368
H -2.12705 -0.50239 1.14473
H 2.78147 -0.84878 -1.24641

[6]
13
Properties=species:S:1:pos:R:3 method="wB97M-V/def2-TZVPD" spin_multiplicity=1 smiles=c1nc[nH]nc[nH]n1 homo_lumo_gap_ha=0.346 homo_energy_ev=-8.950
C 0.49792 0.86439 1.32314
N 1.34170 1.16945 0.31071
C 0.78915 1.06146 -0.80559
N -0.53457 0.85770 -1.09469
N -0.48462 -0.43196 -1.70455
C -0.47238 -1.31834 -0.72739
N -0.15997 -1.18059 0.64589
N -0.33592 -0.14506 1.49323
H 0.23553 1.54687 2.09536
H 1.34594 1.17139 -1.66374
H -1.09850 0.66094 -0.18581
H -0.64112 -2.27571 -0.99691
H -0.48316 -1.98052 1.31036

[7]
15
Properties=species:S:1:pos:R:3 method="wB97M-V/def2-TZVPD" spin_multiplicity=1 homo_lumo_gap_ha="0.282 / 0.282" homo_energy_ev="-7.919 / -7.918"
C 1.55298 0.77266 0.76538
C -0.25707 0.20843 -0.22040
C 0.77156 -0.87744 -2.17365
N 1.97200 0.25731 -0.38082
N -0.44455 1.16540 1.92925
N 0.86082 -0.07045 -0.99069
N 0.13553 0.70936 0.90582
N -2.27461 0.19595 2.11361
O -3.05510 0.85574 2.65436
O -2.19036 -0.92783 1.71393
H 2.24928 1.22307 1.46258
H -1.23262 -0.13264 -0.43014
H 0.64841 -0.34210 -3.18865
H 1.52840 -1.73146 -2.14818
H -0.26466 -1.30600 -2.01238

[8]
10
Properties=species:S:1:pos:R:3 method="wB97M-V/def2-TZVPD" spin_multiplicity=1 homo_lumo_gap_ha="0.287 / 0.287" homo_energy_ev="-7.627 / -7.491"
C -0.45348 -0.99496 -0.72881
C 1.11357 -0.24164 0.65278
C -0.64453 1.26542 0.05408
N -0.20540 0.02228 0.11850
O 1.82672 0.60815 1.09755
H -1.24894 -0.88632 -1.44122
H -0.14133 -1.99543 -0.50399
H 1.31198 -1.31485 0.78967
H -1.46522 1.50272 -0.59847
H -0.09336 2.03464 0.55992

Number 1: F_max 5.76 eV/A. Number 2: F_max 1.40 eV/A. Number 3: F_max 4.48 eV/A. Number 4: F_max 3.46 eV/A. Number 5: F_max 3.82 eV/A. Number 6: F_max 4.67 eV/A. Number 7: F_max 5.68 eV/A. Number 8: F_max 2.11 eV/A.